3 unconnected molecules or ions with the total composition C26H48N2O3Si, computed with ωB97M-V/def2-TZVPD.

DFT total energy = -1643.75564 Eh
multiplicity = 3
maximum force = 5.63 eV Å⁻¹
⟨S²⟩ = 2.01
HOMO-LUMO gap (spin up / spin down) = 8.1 / 7.1 eV
highest occupied orbital energy (spin up / spin down) = -7.552 / -7.551 eV

CARTESIAN COORDINATES (ANGSTROEM)
C  4.058  -3.633  -4.365
C  2.561  -3.000  -4.018
C  2.201  -2.422  -2.502
C  0.701  -1.762  -2.195
C  -0.340  -1.736  -3.471
C  -1.839  -1.120  -3.217
Si  -3.106  -2.566  -3.460
O  -2.368  -4.120  -3.840
C  0.021  -2.289  -4.984
C  1.492  -2.953  -5.270
H  4.273  -4.559  -3.678
H  4.061  -3.972  -5.485
H  4.818  -2.751  -4.226
H  2.972  -2.445  -1.614
H  0.370  -1.327  -1.158
H  -1.971  -0.664  -2.122
H  -2.039  -0.205  -3.949
H  -3.807  -2.730  -2.188
H  -3.970  -2.177  -4.578
H  -2.105  -4.594  -2.994
H  -0.793  -2.244  -5.855
H  1.785  -3.371  -6.330
C  3.674  1.600  2.698
C  3.109  0.226  2.232
C  2.867  -0.723  3.444
C  4.110  -1.427  3.981
C  4.921  -2.061  2.854
C  5.270  -1.036  1.744
N  4.048  -0.343  1.210
O  3.332  -1.272  0.433
C  6.286  -0.011  2.313
C  6.075  -1.754  0.616
C  1.693  0.574  1.658
H  4.475  1.961  2.042
H  2.918  2.394  2.672
H  4.060  1.565  3.721
H  2.151  -1.506  3.156
H  2.393  -0.169  4.265
H  4.725  -0.725  4.554
H  3.806  -2.207  4.689
H  5.837  -2.494  3.275
H  4.351  -2.899  2.437
H  6.554  0.744  1.567
H  7.217  -0.515  2.616
H  5.936  0.507  3.209
H  5.530  -2.592  0.167
H  7.010  -2.172  1.008
H  6.339  -1.053  -0.185
H  1.769  1.207  0.764
H  1.094  1.114  2.397
H  1.113  -0.321  1.398
C  -2.602  3.520  0.516
C  -3.550  2.690  -0.399
C  -4.772  3.539  -0.862
C  -5.895  3.678  0.160
C  -6.276  2.325  0.757
C  -5.047  1.585  1.345
N  -3.939  1.443  0.340
O  -4.339  0.485  -0.609
C  -4.561  2.349  2.605
C  -5.501  0.204  1.913
C  -2.694  2.417  -1.682
H  -2.242  2.939  1.372
H  -1.691  3.838  -0.004
H  -3.082  4.427  0.897
H  -5.208  3.087  -1.764
H  -4.439  4.542  -1.159
H  -5.606  4.381  0.948
H  -6.775  4.116  -0.327
H  -7.036  2.480  1.533
H  -6.753  1.719  -0.021
H  -3.682  1.870  3.049
H  -5.347  2.367  3.375
H  -4.317  3.397  2.418
H  -5.974  -0.435  1.159
H  -6.242  0.334  2.711
H  -4.652  -0.343  2.339
H  -1.827  1.779  -1.457
H  -2.315  3.353  -2.106
H  -3.274  1.940  -2.482

A single C4H5Cl2NOS molecule, computed with ωB97M-V/def2-TZVPD.

DFT total energy = -1603.91741 Eh
maximum force = 4.59 eV Å⁻¹
energy relative to the best compared isomer or geometry (same formula, charge and spin) = 0.0 kJ/mol
HOMO-LUMO gap = 9.5 eV
SMILES = CN(S)C(=O)C=C(Cl)Cl
highest occupied orbital energy = -9.082 eV

CARTESIAN COORDINATES (ANGSTROEM)
C  -1.883  0.648  0.621
N  -0.540  0.358  0.001
S  -0.138  1.355  -1.370
C  -0.028  -0.907  0.291
O  -0.596  -1.587  1.145
C  1.301  -1.177  -0.379
C  2.410  -0.648  0.082
Cl  3.646  -0.494  -1.082
Cl  2.571  0.004  1.656
H  -2.044  1.721  0.526
H  -2.610  0.261  0.069
H  -1.962  0.280  1.636
H  -1.395  1.447  -1.678
H  1.268  -1.261  -1.519